No. 1
C15H30AsF6N3O8PZr | the ωB97M-V functional and the def2-TZVPD basis

Summary:
⟨S²⟩	0.7524
LUMO (spin up / spin down)	-6.08 / -7.92	eV
frontier orbital gap (spin up / spin down)	9.210 / 8.078	eV
2S+1	2
E_HOMO (spin up / spin down)	-15.29 / -16.00	eV
ΔE to the lowest compared entry with this formula, charge and spin	0.201	eV
net charge	+2

Geometry (Å):
H 1.8934 -3.2960 2.7727
F -2.1723 2.7830 -1.7093
H 3.2984 -5.2587 2.0123
O 1.3958 0.9203 0.9794
H 2.4786 0.0046 -1.8028
H 0.0534 5.1714 1.4701
N 0.5056 1.7212 -1.7981
O 0.0582 3.4146 0.3534
H -0.4436 3.0591 -5.6737
H -1.6677 -5.4313 1.4966
O 0.3501 -1.0821 -0.4887
H 1.3605 4.0266 1.8498
H -3.1925 -4.8944 0.7910
F -4.2076 0.5857 -0.0997
P 0.5513 -1.9402 0.8564
H -1.6441 3.6204 2.3459
H 3.4846 -4.5091 0.4318
H 0.9395 -2.6622 -1.7152
F -4.4282 2.9961 -0.6934
As -3.3723 1.7301 -1.0180
H -2.3743 1.6132 2.9945
C -1.4057 1.2215 3.2968
O -0.2540 -3.2628 0.7702
C -0.6005 3.4617 2.6128
H -1.2506 3.1900 -4.0926
F -1.9837 0.4768 -1.1412
C -1.1919 -0.1803 2.7393
C 0.3664 1.6849 -2.9575
C 2.4063 -1.0761 -1.9049
H 1.3863 2.5210 3.7573
H -1.6516 1.8387 -5.1805
C 0.9862 1.6791 3.1915
H 0.3125 -1.2278 -2.5273
H 0.4436 0.0687 -5.5421
H -1.9684 -2.9859 1.9097
H -0.4267 3.8901 3.6037
H 3.0809 -1.5331 -1.1864
H 2.7466 -1.3573 -2.9043
H 0.8832 0.8470 3.8901
O 3.1695 1.1334 2.3220
H -1.8001 -5.1675 -0.2555
C 2.0003 1.2380 2.1477
C 2.6005 -3.2680 1.9446
H 1.4803 1.4760 -5.8899
C 0.9967 -1.5745 -1.7558
F -2.3965 2.1300 0.5511
Zr -0.4232 1.2097 0.2470
F -3.9503 1.2444 -2.5232
H 1.8828 -5.0614 0.9786
O 2.0552 -2.2956 0.9304
C -1.7432 -3.3622 0.9149
H 1.8665 0.4220 -4.5193
C -2.1076 -4.8042 0.7237
H -1.2962 1.2435 4.3807
N -0.3426 2.0021 2.6089
C -0.8601 2.5026 -4.8371
C 2.8181 -4.5985 1.2883
N 0.2300 1.7040 -4.2338
H -2.1719 -2.7041 0.1608
H 0.4979 3.8168 -0.4088
O -1.4108 -0.2000 1.4213
C 0.3019 4.1199 1.6007
O -0.7203 -1.1019 3.3520
H 3.5193 -2.7864 2.2647
C 1.0584 0.8534 -5.1036

Atom charges from the natural (NBO) analysis, given in e for atoms 1 to 6: 0.20 -0.59 0.26 -0.88 0.23 0.24

---

No. 2
C15H30BaF4N2O23S4 | the ωB97M-V functional and the def2-TZVPD basis

Summary:
LUMO	0.12	eV
frontier orbital gap	10.325	eV
2S+1	1
E_HOMO	-10.20	eV

Geometry (Å):
S 6.2686 7.2455 12.5110
S 8.0738 5.7955 13.0305
H 6.5844 13.4107 12.4766
S 11.8142 12.6306 11.5944
O 9.5416 8.4461 9.8658
H 4.8150 10.6654 9.2531
N 11.0518 11.6281 12.4650
C 13.7620 9.5949 13.5800
O 11.4805 8.1834 12.5385
H 6.7774 8.8737 15.7105
C 5.5679 10.7134 8.4663
C 6.9104 9.7683 16.3188
H 8.9100 14.4949 8.9815
H 5.9541 9.7170 8.2519
H 10.4453 9.2083 6.8836
O 8.3066 4.8531 11.9430
H 6.1999 6.9506 8.0861
H 8.9203 6.1164 17.5114
C 9.4086 9.4648 7.1014
H 9.8586 5.8602 15.9843
O 6.2407 10.9366 15.7794
O 10.7886 13.8790 13.9545
O 10.2456 7.6349 16.9225
H 14.4450 9.5736 14.4291
H 7.8489 13.4569 7.9377
O 8.4758 12.5505 9.6566
O 7.6446 10.9163 13.9510
H 13.2679 9.6874 17.6956
O 7.3370 10.8350 10.5989
O 13.8176 8.3911 12.8367
H 7.9856 9.9349 16.2518
C 8.7844 7.9871 8.9917
C 6.9480 13.5491 13.4948
H 8.4730 6.8738 16.0741
F 9.5647 6.0834 13.5922
H 9.5376 10.3560 7.7156
H 11.0154 6.4674 10.8894
O 13.2512 12.8495 11.7942
F 10.2608 11.6344 14.6764
O 7.4022 5.3310 14.2526
H 6.6160 5.5068 8.9514
O 7.8916 6.9988 9.3450
O 5.4009 7.5595 13.6946
H 5.0647 10.9192 7.5216
C 6.7844 11.4376 14.6569
H 14.0816 10.4673 13.0101
S 11.3491 12.5158 13.8850
C 11.9473 5.9357 11.0818
C 8.7159 13.4935 8.5973
O 12.9485 6.7262 11.7332
H 8.0346 13.4639 13.5084
H 11.7061 5.0945 11.7317
O 10.9881 13.7318 11.1143
O 6.5905 11.6752 8.6618
H 7.6627 6.0214 7.5340
H 9.6140 13.1852 8.0620
O 12.5760 12.2482 14.6706
C 12.6557 7.8138 12.3635
C 12.3005 9.1854 17.7126
O 9.8116 8.7866 15.0443
O 8.7117 8.3497 7.6389
H 8.9927 9.8498 6.1703
F 11.9363 11.6372 10.2678
O 6.3292 12.7005 14.4915
C 10.4499 8.6228 16.0873
H 6.7146 14.5593 13.8309
C 7.0459 6.3285 8.3786
N 7.7961 7.4928 12.5874
F 6.0023 8.5340 11.5750
C 9.3634 6.5837 16.6319
O 5.7231 6.3156 11.5362
H 12.4112 8.2029 18.1713
H 12.4055 5.5618 10.1662
C 7.4599 11.5879 9.6771
O 11.5696 9.3729 16.4834
H 11.7373 9.6689 18.5108
H 12.7690 9.7144 14.0133
H 6.5542 9.5484 17.3252
Ba 9.3714 9.6381 12.4397

Atom charges from the Löwdin analysis, given in e for atoms 1 to 6: 0.46 0.62 0.09 0.47 -0.04 0.11

---

No. 3
C15H30Cl6O12 | the ωB97M-V functional and the def2-TZVPD basis

Summary:
LUMO	0.29	eV
frontier orbital gap	10.981	eV
2S+1	1
E_HOMO	-10.69	eV
ΔE to the lowest compared entry with this formula, charge and spin	2.288	eV
SMILES string	COC(=O)OC.COC(=O)OC.COC(=O)OC.COC(=O)OC.ClCCl.ClCCl.ClCCl

Geometry (Å):
H -7.9133 6.5121 -6.8984
O -0.1316 -0.5110 0.3918
H 10.4841 -1.2099 -2.6603
C 6.8843 -5.0952 -0.9811
C -3.1489 -0.3141 4.1445
H 5.6511 1.0345 6.5199
C -7.7251 -3.0161 -2.3688
O 0.7633 -2.5918 0.2926
H 4.9700 1.5904 4.9361
O 6.9369 -2.7071 -2.3762
O 1.8977 -0.7693 1.0637
H -8.0207 -2.9246 -1.3237
C 9.4241 -1.4269 -2.5283
O -6.8679 6.9685 -5.1500
H -7.7332 0.9124 3.3629
H 10.3248 -2.1754 3.9962
Cl 3.3983 0.6479 6.2165
H -1.9257 -0.0818 -0.7130
Cl 4.7426 3.2573 6.6431
H 3.0219 -2.4817 0.9327
H 8.9615 -0.8319 -1.7408
H -2.1996 -0.4164 3.6185
O -6.0864 5.6981 -3.4921
C -7.2463 7.2644 -6.4774
O 9.1899 -2.7844 -2.0101
H -3.4578 -1.3041 4.4801
H 3.9907 -0.9570 1.0184
H -6.1860 3.8618 -2.6372
Cl -9.2126 -2.9309 -3.3358
O -5.5257 5.1362 -5.5709
H 3.2428 -1.6375 2.4072
O 8.0454 -4.3330 -1.0723
O -5.6561 -1.2174 2.9833
Cl 9.0674 -0.8142 2.6576
H -7.7546 1.7413 1.8194
H 6.5122 -5.4287 -1.9498
Cl 8.0630 -3.2074 4.0101
H -2.0668 -1.4049 0.3217
C 4.8550 1.5861 6.0200
H 9.8513 -2.9783 2.4707
H -4.7770 4.0733 -3.5788
C 0.8811 -1.3848 0.5139
Cl -6.7807 -1.5413 -2.6950
H -1.1126 -1.4767 -1.1978
H -7.6378 -0.0417 1.8687
O -5.8832 0.9867 2.4263
C -5.2054 -0.0457 2.9157
C 7.9139 -3.2132 -1.8279
H -7.8506 8.1709 -6.5120
H -7.1847 -3.9451 -2.5508
H 6.0444 -4.5177 -0.5949
C -5.4565 4.6191 -2.9242
C 9.4997 -2.3866 3.3159
H 8.8826 -1.2263 -3.4527
H -4.9271 4.8445 -1.9984
C -6.0886 5.8909 -4.8033
C -7.3324 0.8876 2.3496
O -4.0185 0.4416 3.2977
H -2.9450 0.2496 5.0548
C -1.3304 -0.8968 -0.3009
C 3.0864 -1.4731 1.3411
H -6.3926 7.3567 -7.1488
H 7.1947 -6.0323 -0.5190

Atom charges from the natural (NBO) analysis, given in e for atoms 1 to 6: 0.18 -0.50 0.20 -0.27 -0.26 0.22

---

No. 4
C15H30CrF8NO19PS2 | the ωB97M-V functional and the def2-TZVPD basis

Summary:
⟨S²⟩	3.7634
LUMO (spin up / spin down)	-5.40 / -4.25	eV
frontier orbital gap (spin up / spin down)	7.960 / 9.204	eV
2S+1	4
E_HOMO (spin up / spin down)	-13.36 / -13.45	eV
ΔE to the lowest compared entry with this formula, charge and spin	0.000	eV
net charge	+1

Geometry (Å):
F 2.4320 -2.4789 1.7678
H -0.7467 -0.0530 4.8831
H -1.6261 -0.0545 -5.7124
C -4.1332 3.5205 0.6405
O -2.9080 -3.5880 1.3406
F -2.3127 -1.5088 2.1897
H -4.7680 0.6499 -2.7510
O 0.9351 1.1960 -3.5386
H 3.7781 -0.8724 0.6051
O -0.8880 2.9108 2.1281
H 2.0987 1.6214 -1.8397
O -3.9284 1.6444 -1.1870
O -1.1160 1.7575 3.9770
H -0.5179 1.3224 -5.5086
C -3.0000 1.5893 -0.2544
H 2.5272 4.3143 2.3060
C -3.7683 0.8712 -2.3849
C 1.3904 -4.5396 -0.2020
C 2.3531 1.3618 1.0113
Cr -0.2494 -0.4151 0.2498
C 3.0138 3.3703 2.0830
H 0.1198 -0.3079 -5.3424
H 2.6764 2.1911 -3.3823
O -1.5677 -4.1403 -1.2797
O -4.0694 -1.5126 0.6700
O -1.0084 0.2319 -3.7608
O -0.7194 0.7434 1.9906
H 3.9771 -2.1533 -3.8089
O 3.6470 1.2564 0.7747
H 3.7104 3.0467 2.8532
H -0.1406 4.1966 3.4895
O -2.0385 0.8453 -0.2501
H 1.8662 -4.3980 0.7636
C -1.5928 0.5710 4.6305
O -0.0230 0.2764 -1.7573
N -1.6310 -1.7448 -0.0429
O -3.2255 2.4071 0.7303
O 2.6017 -1.9244 -2.2545
F 0.3959 -1.5704 1.7309
H -4.3097 3.8287 1.6650
C 3.2075 -2.7066 -3.2703
H 3.6313 -3.6332 -2.8947
P 1.3595 -2.2330 2.9498
C -0.8937 1.7137 2.6929
O 2.0441 -3.7546 -1.2118
F -1.1738 -2.1281 -2.3532
H -3.2557 -0.0754 -2.2441
O 2.0547 2.3451 1.8015
F 2.0157 -0.7508 3.1655
O 1.0392 -1.8213 -0.7108
F 2.3675 -2.8645 4.0156
H -5.0733 3.2013 0.1944
O 1.5092 0.6248 0.5569
S -2.8590 -2.2265 0.8617
C -0.0551 0.5561 -2.9277
O -3.3821 -2.5927 -2.0049
H 3.7542 -0.0433 -0.8877
H -1.8916 4.0866 3.6238
C 1.8616 -2.4713 -1.3075
H 2.5088 -2.9256 -4.0823
H -3.2698 1.4860 -3.1294
C 2.1936 1.3494 -2.8897
H 0.3171 -4.3778 -0.1527
H -1.0985 4.9412 2.2353
H -2.3345 0.0327 4.0381
C -0.7594 0.3145 -5.1760
F 0.2126 -1.8665 3.9990
S -2.1720 -2.8438 -1.2813
H -3.6592 4.2722 0.0128
H 2.8118 0.4652 -3.0091
C 4.0899 0.0692 0.1441
H 5.1760 0.0293 0.1681
H 1.4699 -5.5918 -0.4696
C -1.0660 4.0978 2.9174
F 0.6439 -3.6492 2.7075
H 3.6576 3.6098 1.2340
H -2.2161 0.8989 5.4614

Atom charges from the Löwdin analysis, given in e for atoms 1 to 6: -0.14 0.09 0.11 0.02 -0.19 -0.18